Entry from the OMol25 dataset: 7 unconnected molecules or ions with the total composition C26H67ClN5O10 in a non-equilibrium geometry (ωB97M-V with the def2-TZVPD basis set).

- energy above the lowest of the compared OMol25 structures with the same formula, charge and spin (kJ/mol) = 170.5
- maximum force (hartree/bohr) = 0.095
- calculated total energy (Eh) = -2516.79349
- Kohn-Sham gap (eV) = 8.69

Geometry as ORCA input:
```
! RIJCOSX wB97M-V def2-TZVPD def2/J DEFGRID3
* xyz -1 1
Cl -0.424 -0.705 0.517
O -0.277 0.700 0.324
O -1.343 -1.155 -0.510
O 0.857 -1.428 0.207
O -0.871 -1.018 1.813
C -4.470 -1.086 0.980
O -3.920 -2.226 0.386
H -4.470 -1.226 2.061
H -3.958 -0.144 0.782
H -5.541 -0.961 0.816
H -3.017 -2.058 0.106
C -3.344 4.196 7.192
C -2.896 4.247 5.732
C -3.085 2.923 4.887
O -2.531 3.081 3.555
C -2.426 1.775 2.940
N -3.626 5.276 4.976
H -4.431 4.260 7.240
H -3.024 5.101 7.708
H -2.993 3.380 7.823
H -1.861 4.578 5.651
H -4.115 2.592 4.756
H -2.608 2.101 5.422
H -2.051 0.997 3.605
H -1.705 1.712 2.125
H -3.363 1.364 2.563
H -3.491 6.100 5.543
H -4.625 5.205 5.109
C 3.822 0.524 -3.043
C 2.425 1.092 -2.835
C 1.204 0.191 -3.275
O 1.140 0.101 -4.675
C 0.352 1.016 -5.411
N 2.296 1.376 -1.441
H 3.916 -0.327 -2.368
H 4.576 1.292 -2.876
H 3.954 0.221 -4.082
H 2.349 2.074 -3.303
H 0.286 0.660 -2.920
H 1.335 -0.800 -2.841
H -0.537 0.391 -5.334
H 0.739 0.916 -6.425
H 0.286 2.009 -4.965
H 1.341 1.620 -1.219
H 2.247 0.425 -1.104
C -1.090 5.202 -1.600
C -1.446 4.789 -0.132
C -0.240 4.409 0.730
O -0.656 4.114 2.126
C 0.484 3.568 2.903
N -2.234 5.885 0.513
H -1.832 5.703 -2.222
H -0.727 4.364 -2.194
H -0.207 5.842 -1.606
H -2.063 3.891 -0.120
H 0.554 5.150 0.632
H 0.146 3.464 0.349
H 0.103 3.338 3.898
H 1.245 4.342 2.999
H 0.908 2.667 2.460
H -2.996 6.139 -0.099
H -1.595 6.657 0.388
C 3.029 -1.723 3.501
C 2.537 -0.635 4.528
C 1.978 0.656 3.981
O 1.757 1.673 5.064
C 2.713 2.667 5.240
N 1.509 -1.295 5.258
H 3.381 -2.598 4.048
H 3.881 -1.343 2.938
H 2.189 -1.918 2.835
H 3.273 -0.428 5.304
H 1.012 0.485 3.505
H 2.564 1.134 3.196
H 2.446 3.283 6.099
H 2.627 3.267 4.334
H 3.746 2.330 5.325
H 1.234 -0.717 6.040
H 0.705 -1.496 4.681
C 1.029 -6.002 -5.683
C 1.540 -4.762 -4.927
C 0.729 -3.546 -5.499
C -0.709 -3.469 -4.920
C -0.673 -3.603 -3.459
C 0.076 -4.875 -2.894
N 1.436 -4.885 -3.472
O 2.137 -5.901 -2.945
C 0.242 -4.626 -1.377
C -0.732 -6.134 -3.210
C 2.974 -4.589 -5.327
H -0.056 -6.078 -5.754
H 1.373 -6.947 -5.261
H 1.315 -5.912 -6.731
H 1.292 -2.698 -5.110
H 0.729 -3.576 -6.589
H -1.323 -4.301 -5.263
H -1.092 -2.480 -5.172
H -1.696 -3.791 -3.136
H -0.313 -2.659 -3.048
H 0.743 -5.477 -0.917
H 0.941 -3.793 -1.298
H -0.653 -4.489 -0.769
H -1.499 -6.305 -2.454
H -1.314 -6.153 -4.131
H -0.216 -7.094 -3.233
H 3.086 -4.413 -6.397
H 3.565 -5.468 -5.071
H 3.417 -3.725 -4.833
H 2.598 -5.477 -2.217
*
```

Entry from the OMol25 dataset: 6 unconnected molecules or ions with the total composition C26H68N4O9 in a non-equilibrium geometry (ωB97M-V with the def2-TZVPD basis set).

- energy above the lowest of the compared OMol25 structures with the same formula, charge and spin (kJ/mol) = 0.0
- maximum force (hartree/bohr) = 0.058
- calculated total energy (Eh) = -1927.25974
- Kohn-Sham gap (eV) = 8.78

Geometry as ORCA input:
```
! RIJCOSX wB97M-V def2-TZVPD def2/J DEFGRID3
* xyz 0 1
C 14.392 -3.966 22.403
O 14.336 -5.332 22.697
C 14.084 -6.129 21.572
C 13.976 -7.699 21.908
C 15.362 -8.306 22.291
N 13.434 -8.350 20.678
H 15.226 -3.671 21.767
H 14.471 -3.473 23.372
H 13.472 -3.707 21.879
H 13.131 -5.846 21.124
H 14.781 -6.096 20.734
H 13.220 -7.935 22.657
H 16.045 -8.438 21.451
H 15.257 -9.269 22.792
H 15.830 -7.579 22.955
H 13.248 -9.342 20.714
H 12.609 -7.905 20.303
C 9.171 4.480 17.691
O 8.229 3.395 17.803
C 8.548 2.575 18.895
C 7.469 1.431 19.033
N 6.169 2.021 19.472
C 5.099 1.106 19.871
C 4.445 0.412 18.662
O 3.671 1.320 17.864
C 2.832 0.871 16.788
H 8.947 5.115 16.834
H 10.191 4.095 17.668
H 9.043 5.022 18.628
H 8.555 3.091 19.856
H 9.582 2.292 18.701
H 7.735 0.664 19.761
H 7.343 0.799 18.154
H 5.831 2.776 18.892
H 4.340 1.726 20.348
H 5.449 0.421 20.643
H 3.830 -0.383 19.085
H 5.212 0.022 17.993
H 2.480 1.719 16.199
H 2.034 0.198 17.102
H 3.432 0.221 16.153
C 20.947 -3.678 19.677
O 21.699 -2.847 20.647
C 21.966 -1.445 20.364
C 22.177 -0.732 21.675
N 20.968 -0.907 22.456
C 21.163 -0.287 23.775
C 19.848 0.172 24.338
O 19.481 1.548 23.867
C 18.367 2.001 24.525
H 21.566 -4.127 18.900
H 20.196 -3.044 19.206
H 20.444 -4.543 20.108
H 21.069 -1.124 19.835
H 22.721 -1.251 19.602
H 22.332 0.347 21.667
H 23.133 -1.079 22.069
H 20.831 -1.900 22.577
H 21.757 0.608 23.594
H 21.562 -0.918 24.570
H 20.101 0.254 25.395
H 19.116 -0.634 24.285
H 17.590 1.260 24.712
H 17.820 2.785 24.003
H 18.550 2.438 25.506
C 7.679 3.866 12.010
O 8.848 3.629 11.216
C 10.085 3.633 11.924
C 11.140 4.166 10.995
N 12.479 3.892 11.610
C 13.715 4.535 11.072
C 14.724 4.710 12.144
O 14.313 5.579 13.146
C 14.001 6.907 12.705
H 6.817 3.664 11.376
H 7.493 4.851 12.439
H 7.449 3.160 12.808
H 10.152 2.598 12.257
H 9.967 4.163 12.869
H 11.038 5.251 11.027
H 11.038 3.582 10.081
H 12.412 3.915 12.618
H 13.466 5.280 10.317
H 14.263 3.863 10.412
H 15.671 4.982 11.678
H 15.017 3.716 12.479
H 13.649 7.489 13.557
H 13.130 6.995 12.057
H 14.838 7.400 12.210
C 16.760 2.041 17.878
C 17.360 1.511 19.131
O 18.748 1.741 19.174
H 17.083 3.028 17.549
H 15.696 2.125 18.100
H 16.879 1.240 17.148
H 17.213 0.431 19.156
H 16.889 1.980 19.995
H 19.055 1.204 19.908
C 22.465 5.196 14.266
C 21.569 4.526 15.253
O 22.112 3.284 15.644
H 22.930 4.443 13.631
H 23.194 5.831 14.770
H 21.911 5.783 13.533
H 20.656 4.388 14.674
H 21.452 4.988 16.233
H 21.554 2.883 16.314
*
```

Entry from the OMol25 dataset: a molecular structure, C26H69LiO9 in a non-equilibrium geometry (ωB97M-V with the def2-TZVPD basis set).

- energy above the lowest of the compared OMol25 structures with the same formula, charge and spin (kJ/mol) = 712.5
- maximum force (hartree/bohr) = 0.057
- calculated total energy (Eh) = -1716.43610
- Kohn-Sham gap (eV) = 3.27

Geometry as ORCA input:
```
! RIJCOSX wB97M-V def2-TZVPD def2/J DEFGRID3
* xyz 0 1
Li 4.363 2.328 -3.799
C -0.891 -0.045 -0.170
C 0.567 0.164 -0.461
O 0.960 1.359 -1.139
H -1.476 -0.221 -1.074
H -1.259 0.776 0.445
H -0.969 -1.013 0.323
H 0.818 -0.734 -1.025
H 1.249 0.007 0.375
C 3.637 -5.844 0.830
C 2.891 -6.785 1.794
C 1.538 -6.165 2.132
O 2.651 -7.959 1.058
H 4.566 -6.277 0.459
H 3.889 -4.913 1.338
H 2.980 -5.577 0.002
H 3.446 -6.947 2.718
H 0.908 -6.840 2.712
H 1.090 -5.782 1.215
H 1.775 -5.325 2.785
H 2.370 -8.678 1.629
C -3.514 -0.219 -7.383
C -4.250 0.880 -8.138
C -5.340 0.413 -9.152
O -4.976 1.643 -7.221
H -2.864 -0.833 -8.005
H -4.249 -0.922 -6.992
H -2.937 0.156 -6.537
H -3.583 1.547 -8.683
H -5.979 -0.313 -8.649
H -4.945 -0.138 -10.006
H -5.948 1.226 -9.548
H -4.319 2.099 -6.691
C 3.692 -1.396 -6.757
C 5.242 -1.787 -6.636
C 5.913 -1.686 -8.012
O 5.830 -0.835 -5.732
H 3.158 -1.627 -5.836
H 3.238 -1.902 -7.609
H 3.593 -0.328 -6.947
H 5.383 -2.829 -6.350
H 5.440 -2.312 -8.769
H 6.959 -1.993 -8.019
H 5.782 -0.681 -8.413
H 6.769 -1.014 -5.818
C -7.798 -6.807 4.355
C -7.705 -5.309 4.054
C -6.347 -4.908 3.406
O -8.710 -4.999 3.144
H -8.275 -7.352 3.540
H -8.359 -6.958 5.277
H -6.812 -7.248 4.498
H -7.809 -4.761 4.990
H -5.489 -5.286 3.961
H -6.238 -3.825 3.464
H -6.197 -5.220 2.372
H -8.877 -5.704 2.515
C 0.300 4.341 4.742
C 1.829 3.951 4.681
C 2.001 2.473 5.090
O 2.453 4.230 3.466
H 0.135 5.341 4.340
H -0.059 4.303 5.770
H -0.353 3.671 4.184
H 2.442 4.527 5.374
H 3.021 2.123 4.930
H 1.414 1.684 4.619
H 1.815 2.367 6.159
H 2.009 3.727 2.780
C -2.612 -1.282 7.720
C -3.379 -0.110 8.335
C -4.748 0.168 7.751
O -3.608 -0.477 9.698
H -2.316 -0.984 6.714
H -3.271 -2.146 7.639
H -1.773 -1.661 8.304
H -2.830 0.832 8.305
H -4.664 0.906 6.953
H -5.351 0.656 8.517
H -5.179 -0.730 7.309
H -2.817 -0.529 10.240
C 9.084 3.875 0.956
C 8.389 2.863 -0.033
C 8.090 1.532 0.740
O 7.249 3.535 -0.478
H 10.122 3.613 1.164
H 8.518 3.796 1.884
H 9.078 4.918 0.639
H 9.017 2.636 -0.895
H 8.962 1.172 1.286
H 7.947 0.663 0.096
H 7.218 1.576 1.392
H 6.899 4.023 0.271
C -3.137 7.811 -4.022
C -2.036 6.984 -3.289
C -2.366 6.777 -1.814
O -1.930 5.679 -3.790
H -4.101 7.301 -4.036
H -2.802 7.853 -5.058
H -3.303 8.815 -3.631
H -1.116 7.568 -3.329
H -1.600 6.356 -1.163
H -3.233 6.131 -1.670
H -2.692 7.705 -1.345
H -1.298 5.134 -3.315
*
```

Entry from the OMol25 dataset: a molecular structure, C26H69N3O14 in a non-equilibrium geometry (ωB97M-V with the def2-TZVPD basis set).

- energy above the lowest of the compared OMol25 structures with the same formula, charge and spin (kJ/mol) = 2177.1
- maximum force (hartree/bohr) = 0.153
- calculated total energy (Eh) = -2248.61749
- Kohn-Sham gap (eV) = 7.79

Geometry as ORCA input:
```
! RIJCOSX wB97M-V def2-TZVPD def2/J DEFGRID3
* xyz 0 1
C 21.484 -3.541 6.729
O 21.804 -2.493 7.670
C 21.666 -2.743 9.128
C 22.155 -1.615 9.932
N 23.415 -2.111 10.633
C 23.533 -1.449 11.918
C 24.790 -2.017 12.629
O 24.924 -1.267 13.896
C 26.094 -1.588 14.609
H 21.068 -3.243 5.767
H 20.730 -4.213 7.137
H 22.407 -4.088 6.536
H 22.110 -3.711 9.360
H 20.611 -2.901 9.350
H 21.435 -1.079 10.550
H 22.457 -0.832 9.236
H 24.193 -1.828 10.055
H 22.793 -1.553 12.711
H 23.753 -0.422 11.623
H 25.756 -2.006 12.124
H 24.781 -3.084 12.849
H 26.089 -1.156 15.610
H 27.029 -1.294 14.131
H 26.168 -2.675 14.634
C 23.267 -2.379 14.913
O 22.574 -3.609 15.008
C 21.142 -3.576 15.412
C 20.201 -2.608 14.643
N 20.147 -2.760 13.230
C 19.351 -3.945 12.830
C 19.697 -4.537 11.445
O 19.420 -3.647 10.352
C 18.564 -4.140 9.314
H 24.242 -2.527 15.378
H 22.667 -1.574 15.337
H 23.457 -2.270 13.845
H 21.210 -3.236 16.445
H 20.983 -4.651 15.335
H 20.489 -1.608 14.965
H 19.170 -2.843 14.910
H 21.072 -2.848 12.834
H 18.323 -3.595 12.922
H 19.498 -4.659 13.640
H 19.274 -5.532 11.307
H 20.747 -4.830 11.463
H 17.574 -4.227 9.761
H 19.032 -5.019 8.869
H 18.564 -3.360 8.553
C 28.311 -5.205 9.806
O 27.056 -5.391 10.388
C 26.435 -4.180 10.572
C 24.987 -4.562 10.976
N 24.912 -4.583 12.475
C 23.522 -4.846 12.830
C 23.403 -5.239 14.287
O 24.043 -6.479 14.645
C 23.932 -7.013 16.028
H 28.917 -5.886 10.404
H 28.901 -4.303 9.968
H 28.442 -5.454 8.754
H 26.317 -3.607 9.653
H 26.806 -3.617 11.429
H 24.579 -5.519 10.648
H 24.399 -3.717 10.617
H 25.403 -5.454 12.615
H 23.146 -5.791 12.437
H 22.867 -4.067 12.439
H 22.345 -5.241 14.551
H 23.852 -4.434 14.868
H 24.432 -6.292 16.675
H 24.604 -7.871 16.019
H 22.946 -7.232 16.438
C 16.108 -3.295 10.597
C 15.708 -3.464 9.126
O 16.714 -4.095 8.299
O 16.820 -2.092 10.860
H 16.811 -4.108 10.779
H 15.305 -3.389 11.328
H 15.393 -2.519 8.684
H 14.883 -4.146 8.920
H 16.378 -4.144 7.401
H 17.272 -2.179 11.703
C 18.573 -6.271 16.076
C 18.589 -6.001 14.516
O 18.242 -7.202 13.824
O 19.850 -6.567 16.592
H 17.847 -7.059 16.276
H 18.363 -5.339 16.602
H 19.639 -5.875 14.252
H 18.004 -5.189 14.086
H 17.328 -7.200 13.528
H 19.942 -7.506 16.417
C 20.305 0.822 11.586
C 19.665 -0.470 11.809
O 20.682 -1.484 11.747
O 20.770 0.953 10.281
H 21.145 0.988 12.261
H 19.659 1.646 11.889
H 18.833 -0.652 11.129
H 19.235 -0.457 12.811
H 20.265 -2.338 11.886
H 21.139 0.086 10.096
C 22.973 0.587 15.685
C 24.026 -0.419 15.654
O 24.310 -0.969 16.956
O 21.743 -0.039 16.220
H 22.963 1.153 14.753
H 23.165 1.254 16.526
H 24.876 0.198 15.365
H 23.749 -1.237 14.989
H 25.106 -1.500 16.872
H 21.938 -0.444 17.069
*
```